# C37H56N2OP2S3W

C37H56N2OP2S3W as an isolated structure (ωB97M-V with the def2-TZVPD basis set, the OMol25 dataset).

Geometry (Å):
1 W -0.306 0.929 0.576
2 C -5.255 -0.464 -0.307
3 C -4.029 0.448 -0.265
4 C -4.317 1.724 0.526
5 P -2.480 -0.368 0.292
6 C -2.858 -1.583 1.632
7 C -3.505 -0.939 2.859
8 C -3.649 -2.822 1.193
9 C -1.833 -1.335 -1.090
10 C -2.435 -1.645 -2.298
11 C -1.722 -2.297 -3.299
12 C -2.364 -2.639 -4.614
13 C -0.390 -2.624 -3.046
14 C 0.224 -2.311 -1.845
15 C -0.491 -1.654 -0.849
16 N 0.053 -1.209 0.383
17 C 0.642 -2.124 1.271
18 C 1.271 -1.619 2.429
19 C 1.073 -0.196 2.853
20 C 1.994 -2.442 3.277
21 C 2.094 -3.807 3.066
22 C 2.888 -4.701 3.974
23 C 1.359 -4.315 2.007
24 C 0.609 -3.535 1.130
25 C -0.236 -4.316 0.151
26 H -6.057 0.050 -0.840
27 H -5.622 -0.686 0.695
28 H -5.072 -1.410 -0.814
29 H -3.783 0.749 -1.288
30 H -4.594 1.502 1.557
31 H -5.150 2.254 0.061
32 H -3.460 2.396 0.532
33 H -1.855 -1.911 1.923
34 H -4.538 -0.651 2.657
35 H -2.963 -0.064 3.213
36 H -3.527 -1.667 3.672
37 H -4.722 -2.653 1.270
38 H -3.403 -3.660 1.846
39 H -3.431 -3.128 0.170
40 H -3.465 -1.363 -2.480
41 H -3.330 -2.147 -4.717
42 H -2.526 -3.714 -4.709
43 H -1.738 -2.329 -5.452
44 H 0.184 -3.132 -3.811
45 H 1.249 -2.597 -1.665
46 H 1.214 0.521 2.017
47 H 1.840 0.122 3.559
48 H 0.099 -0.035 3.318
49 H 2.479 -1.996 4.139
50 H 3.486 -4.117 4.672
51 H 3.567 -5.341 3.408
52 H 2.239 -5.355 4.560
53 H 1.337 -5.389 1.856
54 H -0.446 -5.294 0.584
55 H 0.253 -4.481 -0.809
56 H -1.190 -3.842 -0.061
57 S 0.420 3.362 0.691
58 C -0.851 4.164 -0.225
59 C -1.116 5.517 -0.026
60 C -2.066 6.172 -0.791
61 C -2.770 5.480 -1.769
62 C -2.522 4.132 -1.968
63 C -1.567 3.470 -1.202
64 S -1.268 1.756 -1.491
65 H -0.568 6.051 0.740
66 H -2.260 7.223 -0.622
67 H -3.515 5.985 -2.369
68 H -3.072 3.579 -2.719
69 O -2.005 2.157 4.461
70 S -1.759 2.584 3.089
71 N -1.400 1.507 2.131
72 C 3.442 1.843 1.961
73 C 3.525 2.087 0.457
74 C 3.646 3.606 0.245
75 P 2.249 1.137 -0.547
76 C 3.031 -0.580 -0.749
77 C 4.342 -0.856 -0.012
78 C 3.184 -1.091 -2.188
79 C 2.439 1.862 -2.249
80 C 1.743 3.206 -2.515
81 C 3.915 1.947 -2.677
82 H 4.295 2.323 2.446
83 H 3.461 0.792 2.235
84 H 2.538 2.294 2.378
85 H 4.459 1.645 0.102
86 H 3.057 4.143 0.985
87 H 3.326 3.958 -0.727
88 H 4.693 3.887 0.372
89 H 2.273 -1.209 -0.280
90 H 5.176 -0.273 -0.406
91 H 4.597 -1.909 -0.149
92 H 4.280 -0.686 1.060
93 H 4.037 -0.650 -2.698
94 H 2.301 -0.936 -2.805
95 H 3.364 -2.169 -2.149
96 H 1.952 1.116 -2.882
97 H 1.748 3.870 -1.655
98 H 0.706 3.066 -2.797
99 H 2.258 3.707 -3.338
100 H 4.377 2.865 -2.323
101 H 3.965 1.961 -3.768
102 H 4.528 1.119 -2.329

DFT total energy: -97215.84758 eV
Total charge: 0
HOMO-LUMO gap (spin up / spin down): 0.245 / 0.225 hartree
Max |F|: 0.627 eV/A
2S+1: 3
E_LUMO (spin up / spin down): 0.269 / -0.709 eV


# C23H36FeN8O4S3

C23H36FeN8O4S3 as an isolated structure in a non-equilibrium geometry (ωB97M-V with the def2-TZVPD basis set, the OMol25 dataset).

Geometry (Å):
1 Fe 0.325 -0.014 0.588
2 N 2.854 -1.819 3.733
3 C 1.955 -1.443 2.757
4 S 1.929 0.242 2.357
5 N 1.266 -2.399 2.219
6 N 0.408 -1.987 1.196
7 C -0.391 -2.923 0.828
8 C -1.400 -2.859 -0.206
9 C -2.079 -4.047 -0.521
10 C -3.048 -4.093 -1.496
11 C -3.361 -2.913 -2.181
12 C -2.717 -1.733 -1.888
13 C -1.717 -1.663 -0.892
14 O -1.134 -0.532 -0.640
15 H 3.148 -1.083 4.353
16 H 2.666 -2.710 4.166
17 H -0.289 -3.874 1.350
18 H -1.818 -4.947 0.025
19 H -3.558 -5.018 -1.727
20 H -4.120 -2.927 -2.954
21 H -2.964 -0.818 -2.415
22 N -1.072 4.234 -1.934
23 C -1.060 2.894 -2.613
24 C -0.094 1.941 -1.911
25 N -0.312 1.866 -0.469
26 C -0.294 3.210 0.123
27 C -1.377 4.085 -0.463
28 H -1.742 4.867 -2.369
29 H -0.149 4.665 -2.017
30 H -0.777 3.038 -3.655
31 H -2.081 2.515 -2.567
32 H 0.939 2.249 -2.096
33 H -0.224 0.946 -2.330
34 H -1.226 1.438 -0.316
35 H 0.692 3.650 -0.069
36 H -0.416 3.153 1.199
37 H -1.464 5.063 0.023
38 H -2.345 3.587 -0.400
39 N -1.245 0.141 2.179
40 C -1.760 1.460 2.311
41 C -2.881 1.833 1.583
42 C -3.227 3.176 1.489
43 C -2.469 4.141 2.133
44 C -1.427 3.748 2.968
45 C -1.064 2.413 3.052
46 S -2.700 5.877 1.742
47 O -2.506 6.581 2.989
48 O -4.023 5.947 1.153
49 O -1.624 6.110 0.766
50 H -1.952 -0.552 1.965
51 H -0.681 -0.148 2.970
52 H -3.451 1.077 1.051
53 H -4.071 3.499 0.892
54 H -0.869 4.510 3.498
55 H -0.205 2.106 3.639
56 C 5.435 -3.454 -0.112
57 C 4.306 -2.917 0.761
58 N 3.695 -1.713 0.219
59 C 2.756 -1.664 -0.721
60 S 2.125 -0.134 -1.189
61 N 2.356 -2.807 -1.282
62 C 1.298 -2.938 -2.278
63 C 1.858 -3.148 -3.675
64 H 5.877 -4.339 0.347
65 H 6.214 -2.701 -0.232
66 H 5.083 -3.728 -1.107
67 H 4.676 -2.657 1.750
68 H 3.528 -3.669 0.924
69 H 3.889 -0.826 0.660
70 H 2.758 -3.663 -0.935
71 H 0.698 -2.032 -2.234
72 H 0.662 -3.772 -1.980
73 H 2.501 -2.311 -3.953
74 H 1.045 -3.216 -4.398
75 H 2.443 -4.068 -3.735

DFT total energy: -111439.53211 eV
Total charge: 0
HOMO-LUMO gap (spin up / spin down): 0.272 / 0.271 hartree
Max |F|: 3.511 eV/A
2S+1: 1
E_LUMO (spin up / spin down): -0.131 / -0.131 eV


# C6H8N2

One molecule with the formula C6H8N2 in a non-equilibrium geometry (ωB97M-V with the def2-TZVPD basis set, the OMol25 dataset).

Geometry (Å):
1 C 1.717 -0.964 -0.636
2 C 1.577 0.241 0.090
3 C 0.466 1.125 -0.032
4 C -0.638 0.807 -1.067
5 N -1.495 -0.045 -0.885
6 N -1.179 -1.225 0.040
7 C -0.524 -0.834 1.127
8 C -0.216 0.746 1.204
9 H 0.874 -0.976 -1.430
10 H 2.633 -1.877 -0.716
11 H 2.467 0.507 0.688
12 H 0.469 2.361 0.245
13 H -0.458 1.235 -2.071
14 H -0.546 -1.465 1.933
15 H 0.342 1.054 2.108
16 H -1.355 1.326 1.044

DFT total energy: -9325.05831 eV
Total charge: 0
HOMO-LUMO gap: 0.349 hartree
Max |F|: 7.704 eV/A
2S+1: 1
E_LUMO: 0.388 eV
SMILES: C=C[C@H]1C=NN=CC1